A 2-piece molecular cluster, C4H9F2OP overall, computed with ωB97M-V with the def2-TZVPD basis set.

Calculated values
Kohn-Sham gap: 10.62 eV
relative energy (zero: lowest compared OMol25 entry of this formula, charge and spin): 2.115 eV
molecular weight: 142.09 g mol⁻¹
E_HOMO: -0.358 hartree
E: -21066.3246 eV

Each line ends with the Mulliken charge.
Cartesian coordinates (Å):
O -1.5668 -0.2619 3.7491  -0.45
P -1.3576 0.2307 2.2431  0.64
F 0.1935 -0.0461 2.2374  -0.24
F -1.6915 -1.1586 1.4187  -0.26
H -1.1156 -1.0488 3.8546  0.29
C -1.1730 1.0842 -0.9719  -1.07
C 0.0324 1.0150 -1.4323  0.04
C 0.7239 -0.2554 -1.7047  -0.40
C 1.7453 -0.5269 -0.6840  -0.69
H -1.5703 0.1296 -0.6459  0.30
H -1.7144 1.9495 -0.7588  0.33
H 0.3687 2.0387 -1.5748  0.30
H -0.0328 -1.1057 -1.8452  0.29
H 1.2060 -0.2137 -2.6638  0.29
H 1.2706 -0.4122 0.3836  0.04
H 1.9858 -1.5353 -0.7804  0.33
H 2.6958 0.1171 -0.8249  0.27